ORCA calculation (ωB97M-V/def2-TZVPD) on 4 unconnected molecules or ions with the total composition C31H66NO11S4 in a non-equilibrium geometry.

```
! RIJCOSX wB97M-V def2-TZVPD def2/J DEFGRID3
* xyz 1 1
C 1.20871 2.89720 1.87378
C 1.72137 1.45935 1.81830
C 2.92696 1.23895 0.90846
C 2.71199 1.46236 -0.60930
C 1.27471 1.34712 -1.11296
C 1.20519 0.82951 -2.55894
C 1.63213 -0.64275 -2.68554
C 0.55932 -1.68199 -2.65594
N 0.87816 -2.91049 -2.89642
C -0.22054 -3.88034 -2.80108
C -0.14260 -5.03271 -3.75967
C 1.16742 -5.84131 -3.71106
C 1.87722 -5.95094 -2.34330
S 3.41568 -4.97118 -2.23642
C -1.46172 -2.94897 -2.83539
C -2.38199 -2.99641 -4.04641
C -3.71996 -2.26954 -3.74319
C -4.95118 -3.12798 -4.05010
C -5.39498 -3.93641 -2.84632
O -5.68550 -3.03740 -1.76833
C -5.93566 -3.63125 -0.58799
O -5.62312 -4.76615 -0.28992
C -0.91977 -1.55483 -2.43600
C -1.42275 -1.01629 -1.08703
C -1.14975 -1.89117 0.13407
C 0.32259 -2.19223 0.42604
H 0.95973 3.29788 0.89514
H 1.88658 3.55104 2.41559
H 0.28344 2.89164 2.44863
H 2.01700 1.17961 2.83009
H 0.89430 0.79327 1.56862
H 3.32869 0.24517 1.10529
H 3.68870 1.94499 1.24070
H 3.10955 2.43573 -0.88678
H 3.34516 0.73966 -1.12764
H 0.67455 0.69438 -0.49167
H 0.82590 2.33732 -1.12164
H 1.91618 1.42109 -3.12829
H 0.22139 0.99377 -2.99366
H 2.32631 -0.87803 -1.87504
H 2.19929 -0.77526 -3.60785
H 1.85297 -3.10437 -3.12077
H -0.18702 -4.22466 -1.76570
H -0.24262 -4.61875 -4.76613
H -1.01332 -5.66934 -3.62659
H 0.92624 -6.86058 -4.00656
H 1.87931 -5.48160 -4.44824
H 1.23748 -5.74689 -1.49214
H 2.21128 -6.97703 -2.22412
H 3.08872 -4.04161 -1.32488
H -2.07748 -3.33427 -2.01964
H -2.61333 -4.02479 -4.30890
H -1.94589 -2.49437 -4.91127
H -3.79939 -1.35275 -4.32188
H -3.76606 -1.99817 -2.69186
H -5.78422 -2.49457 -4.35430
H -4.78020 -3.83423 -4.86111
H -4.62047 -4.65585 -2.58025
H -6.29753 -4.50074 -3.07294
H -6.48589 -2.98641 0.10441
H -1.27718 -0.83866 -3.18430
H -2.50391 -0.93273 -1.19398
H -1.07477 0.00059 -0.94593
H -1.72366 -2.81594 0.09415
H -1.55009 -1.35253 0.99399
H 0.98268 -1.35406 0.21636
H 0.67018 -3.04989 -0.15363
H 0.45116 -2.46884 1.46886
O -0.26819 3.58345 4.90420
S -1.58697 4.11880 5.10196
O -2.20659 4.91883 4.09447
O -1.62258 4.88434 6.48851
C -0.62863 5.91031 6.72529
C -0.94048 7.20018 5.99494
C -2.69633 2.81909 5.53300
H 0.35777 5.52678 6.46033
H -0.64229 6.06969 7.80095
H -0.85889 7.07837 4.91581
H -0.24232 7.97727 6.30524
H -1.95545 7.52919 6.21536
H -2.26392 2.21411 6.32194
H -2.85064 2.22008 4.63794
H -3.63462 3.26204 5.85462
O 4.63856 3.83481 -5.33251
S 3.44550 4.44114 -4.83026
O 2.44611 3.62485 -4.20412
O 2.77463 5.29966 -5.98206
C 2.53537 4.65939 -7.25560
C 1.32879 3.74319 -7.22889
C 3.85163 5.77714 -3.76178
H 3.43556 4.12953 -7.56947
H 2.37416 5.47692 -7.95412
H 1.50089 2.87691 -6.59116
H 1.11221 3.38923 -8.23669
H 0.45586 4.27053 -6.84467
H 4.58637 6.40718 -4.25428
H 4.26680 5.34539 -2.85386
H 2.94536 6.33222 -3.53559
O -1.32881 -0.99478 6.70688
S 0.05707 -0.66109 6.55924
O 0.81167 -1.21692 5.47662
O 0.80339 -0.95934 7.92828
C 0.64717 -2.27164 8.51388
C 1.48820 -3.32323 7.81924
C 0.24288 1.08453 6.55656
H -0.40954 -2.54219 8.51967
H 0.96326 -2.15634 9.54812
H 1.13865 -3.50701 6.80441
H 1.43871 -4.26048 8.37331
H 2.52819 -3.00336 7.75896
H -0.30746 1.49956 7.39684
H -0.15599 1.44981 5.61897
H 1.29919 1.32857 6.62612
*
```

Total energy = -3695.6831 Eh

ORCA calculation (ωB97M-V/def2-TZVPD) on a molecular structure, C31H71Br12NO17P4 in a non-equilibrium geometry.

```
! RIJCOSX wB97M-V def2-TZVPD def2/J DEFGRID3
* xyz 0 1
C -1.59954 -6.19894 8.84612
O -2.24533 -5.84486 7.83310
N -0.31524 -6.21036 9.09971
C 0.61052 -5.91894 7.98302
C 0.23569 -7.15480 10.07771
H -2.06876 -6.62225 9.74769
H 1.24096 -6.77853 7.75551
H 1.19393 -5.13360 8.46361
H 0.14344 -5.62975 7.04158
H 0.21210 -8.19963 9.76807
H 1.24428 -6.79658 10.28390
H -0.29598 -6.98902 11.01470
C 0.85066 -10.77089 2.62972
Br 2.72171 -11.36054 2.63890
Br -0.03109 -10.97324 4.43494
Br -0.12322 -11.75338 1.22245
H 0.81293 -9.71888 2.34695
C 4.58418 -15.65911 -5.78560
Br 4.86271 -14.94416 -3.95513
Br 4.16563 -17.64612 -5.70730
Br 6.30537 -15.41958 -6.87023
H 3.71704 -15.19532 -6.25578
C 7.13279 -4.01311 -6.32051
Br 5.80816 -3.70622 -7.83423
Br 8.83133 -3.11586 -6.84337
Br 7.47097 -6.06017 -6.10223
H 6.85678 -3.59961 -5.35049
C -4.35746 -5.00977 -12.43933
Br -3.54000 -3.65136 -11.30245
Br -3.15409 -5.60342 -13.87190
Br -6.06233 -4.29485 -13.22395
H -4.61790 -5.81443 -11.75173
C -6.67337 8.77519 -7.72700
C -5.38472 8.78539 -6.76934
O -5.82463 9.21465 -5.47602
P -4.70126 9.75418 -4.41103
O -5.27525 9.92579 -3.08847
O -3.94569 11.05825 -5.06636
C -4.73047 12.32549 -5.25390
C -5.74025 12.38032 -6.43411
O -3.55558 8.58641 -4.47768
C -3.80310 7.39839 -3.76885
C -2.56726 6.46994 -3.83152
H -7.15474 9.75313 -7.73240
H -6.42150 8.54661 -8.76257
H -7.34549 8.03849 -7.28697
H -4.92770 7.81659 -6.56768
H -4.68253 9.50509 -7.19012
H -5.29719 12.58421 -4.35947
H -4.04644 13.14861 -5.46046
H -5.30170 11.99042 -7.35266
H -6.66691 11.83636 -6.25103
H -6.06906 13.39547 -6.65651
H -4.17792 7.48953 -2.74939
H -4.65446 6.90892 -4.24183
H -2.28076 6.30152 -4.86962
H -1.71216 6.76717 -3.22443
H -2.86965 5.49749 -3.44294
C -3.62933 -2.65654 -3.23039
C -2.93950 -3.92937 -3.68311
O -1.57038 -3.79991 -3.27592
P -0.60847 -5.09729 -2.84246
O 0.80902 -4.74454 -2.57663
O -1.35536 -5.72361 -1.52816
C -1.91317 -4.89445 -0.42339
C -1.34241 -3.48892 -0.22523
O -0.87488 -6.16562 -4.00765
C -0.11760 -6.14579 -5.18285
C -0.16741 -7.70462 -5.49562
H -3.56762 -2.64584 -2.14219
H -3.17573 -1.74978 -3.63055
H -4.67801 -2.51462 -3.49160
H -3.39934 -4.75960 -3.14704
H -3.16978 -4.14852 -4.72572
H -2.98324 -4.90346 -0.63067
H -1.90869 -5.46150 0.50749
H -1.98363 -3.06734 0.54886
H -0.25784 -3.43785 -0.12939
H -1.56544 -2.85117 -1.08059
H -0.52549 -5.56558 -6.01055
H 0.89758 -5.87351 -4.89411
H 0.72570 -7.88105 -6.09506
H -0.05701 -8.19730 -4.52961
H -1.04632 -8.11844 -5.98996
C 7.94707 -2.43516 4.48001
C 7.25193 -1.14675 4.15869
O 8.23754 -0.19460 3.90454
P 8.17689 0.93751 2.77851
O 6.74631 1.36850 2.50335
O 9.31466 1.98318 3.25778
C 8.87859 3.29961 3.67771
C 10.02726 4.25481 3.88739
O 8.84255 0.13857 1.57384
C 10.28469 -0.17021 1.65757
C 10.49014 -1.44762 0.83178
H 7.29287 -3.29669 4.61373
H 8.60829 -2.52951 3.61863
H 8.60959 -2.40081 5.34488
H 6.59647 -1.37217 3.31747
H 6.59029 -0.79559 4.95053
H 8.22760 3.73811 2.92138
H 8.13513 2.99925 4.41605
H 10.78155 4.14497 3.10823
H 9.67251 5.27892 3.77146
H 10.50299 3.92844 4.81219
H 10.92514 0.57224 1.18145
H 10.58670 -0.29032 2.69798
H 11.44937 -1.96390 0.79388
H 9.85467 -2.28379 1.12350
H 10.36221 -1.27808 -0.23732
C -1.17107 3.62198 5.32643
C -1.73912 4.49928 6.45399
O -2.89552 5.16874 5.91275
P -4.40464 5.31952 6.60052
O -4.38623 5.86646 8.00754
O -5.25106 6.21400 5.47090
C -4.72294 7.40322 4.87011
C -5.93384 8.16612 4.76210
O -5.11632 3.86765 6.44495
C -5.38544 3.24925 5.27728
C -5.79045 1.85378 5.53859
H -0.36874 2.96005 5.65234
H -1.94904 2.92928 5.00544
H -0.88558 4.15203 4.41778
H -2.16516 3.82516 7.19705
H -1.02345 5.17946 6.91581
H -3.97378 7.87347 5.50707
H -4.31726 7.20432 3.87816
H -6.81538 7.59455 4.47176
H -6.20749 8.52432 5.75452
H -5.68328 9.08293 4.22846
H -6.21313 3.74783 4.77285
H -4.55851 3.21931 4.56779
H -6.81048 1.79101 5.91768
H -5.94008 1.40051 4.55866
H -5.06127 1.30642 6.13591
*
```

Energy above the lowest of the compared OMol25 structures with the same formula, charge and spin = 414.6 kJ/mol
Total energy = -34811.3562 Eh

ORCA calculation (ωB97M-V/def2-TZVPD) on 5 unconnected molecules or ions with the total composition C31H72NO3 in a non-equilibrium geometry.

```
! RIJCOSX wB97M-V def2-TZVPD def2/J DEFGRID3
* xyz 1 1
C -2.79434 1.87946 -2.02492
O -2.88314 0.66675 -2.79751
C -3.72636 0.68186 -3.84604
N -5.07143 0.01643 -3.50425
C -5.04522 -0.96121 -2.35939
C -4.10639 -2.12148 -2.58313
C -4.12184 -2.72864 -4.00174
C -2.72978 -2.84115 -4.59306
O -2.02714 -3.97473 -4.09055
C -1.41469 -3.80831 -2.88841
O -0.79957 -2.82843 -2.54541
H -2.84791 1.60491 -0.98683
H -1.82017 2.31069 -2.19466
H -3.58596 2.57726 -2.26312
H -3.30840 0.14224 -4.68493
H -3.95403 1.68176 -4.19735
H -5.71890 0.75582 -3.24420
H -5.45684 -0.39536 -4.35006
H -6.06380 -1.30315 -2.22999
H -4.80726 -0.39490 -1.47289
H -4.37248 -2.88438 -1.86507
H -3.10535 -1.81341 -2.32241
H -4.76326 -2.20628 -4.70517
H -4.50697 -3.73588 -3.92852
H -2.82126 -2.98557 -5.65947
H -2.16056 -1.93114 -4.44679
H -1.56120 -4.64714 -2.20653
C -4.96079 0.50564 6.15707
C -3.66380 -0.10720 5.63557
C -3.05121 0.66503 4.46840
C -3.92437 0.73171 3.21516
C -4.32859 -0.62899 2.64596
C -3.14082 -1.47741 2.19443
H -5.74265 0.51166 5.39562
H -5.33916 -0.06095 7.00757
H -4.79995 1.53356 6.48649
H -3.83885 -1.14870 5.35106
H -2.93507 -0.13421 6.44805
H -2.08405 0.22036 4.21802
H -2.83470 1.68664 4.79229
H -3.38164 1.29628 2.44915
H -4.82824 1.30884 3.42790
H -4.99416 -0.46282 1.78833
H -4.91667 -1.18367 3.37964
H -2.55755 -0.96305 1.42659
H -3.48250 -2.42580 1.77383
H -2.47216 -1.71223 3.02198
C 0.58045 -4.53774 0.72111
C -0.50758 -4.60339 1.78919
C 0.00535 -4.33280 3.20204
C 1.03205 -5.34182 3.71723
C 0.55702 -6.79380 3.72641
C -0.64279 -7.03497 4.63848
H 1.35075 -5.29480 0.86896
H 0.14840 -4.69951 -0.26847
H 1.05778 -3.55727 0.72147
H -1.00943 -5.57422 1.74711
H -1.26803 -3.85240 1.54956
H -0.84723 -4.29617 3.88663
H 0.45490 -3.33460 3.23006
H 1.31727 -5.05572 4.73373
H 1.94514 -5.27153 3.11993
H 1.38456 -7.42367 4.06022
H 0.31746 -7.12092 2.71079
H -0.41127 -6.75391 5.66738
H -0.92345 -8.08856 4.63585
H -1.51604 -6.46371 4.31880
C 4.53488 1.72132 -0.70656
C 3.99093 0.31283 -0.92755
C 2.88515 0.24751 -1.97961
C 1.62895 1.05054 -1.64099
C 0.96227 0.66958 -0.32056
C 0.46714 -0.77417 -0.29139
H 3.76410 2.39969 -0.33636
H 5.34147 1.71155 0.02703
H 4.93379 2.13409 -1.63555
H 3.63550 -0.09599 0.02249
H 4.80954 -0.33509 -1.24876
H 2.61639 -0.79931 -2.14673
H 3.28058 0.61036 -2.93291
H 0.90595 0.92091 -2.45432
H 1.87022 2.11708 -1.62124
H 0.11146 1.34021 -0.15798
H 1.64568 0.84266 0.51423
H -0.24862 -0.95799 -1.09195
H -0.02952 -0.98791 0.65911
H 1.28536 -1.48518 -0.39985
C 6.37892 7.86068 -3.77018
C 7.09404 6.78920 -2.95184
C 6.19139 5.62205 -2.55609
C 5.00833 5.99700 -1.66257
C 5.38191 6.68157 -0.34919
C 6.23399 5.80807 0.56761
H 5.56491 8.32209 -3.20940
H 7.07046 8.65427 -4.05433
H 5.96300 7.43678 -4.68646
H 7.53679 7.24323 -2.06154
H 7.92785 6.39632 -3.53857
H 6.79760 4.85956 -2.05893
H 5.80359 5.15010 -3.46458
H 4.44352 5.08568 -1.43737
H 4.32304 6.64508 -2.21639
H 4.46043 6.94706 0.17563
H 5.90112 7.62278 -0.54664
H 5.71504 4.87817 0.81070
H 6.44864 6.32527 1.50337
H 7.19011 5.55311 0.10900
*
```

Total energy = -1504.5528 Eh

ORCA calculation (ωB97M-V/def2-TZVPD) on 7 unconnected molecules or ions with the total composition C31H73BI2N4O8P in a non-equilibrium geometry.

```
! RIJCOSX wB97M-V def2-TZVPD def2/J DEFGRID3
* xyz 1 1
C -1.90778 -4.34423 1.99805
C -3.21607 -4.67502 1.84536
C -3.86574 -4.34538 0.54883
N -3.25851 -4.26930 -0.62341
N -4.10057 -3.99383 -1.61635
B -3.71525 -3.89107 -3.08546
N -2.76885 -2.95841 -3.66183
O -4.29249 -4.82865 -3.91758
C -5.36377 -3.87641 -1.08491
P -7.03258 -3.52520 -1.83651
O -6.83761 -3.42839 -3.49365
I -7.75472 -1.25243 -1.18259
N -5.21917 -4.08918 0.23084
C -6.30488 -4.11478 1.21789
I -5.93542 -2.65716 2.79906
C -6.48366 -5.56285 1.79975
C -6.39140 -6.72043 0.75508
H -1.56367 -3.38445 1.55773
H -1.19812 -5.00905 2.51483
H -3.71593 -5.20073 2.67905
H -3.06935 -1.98652 -3.62558
H -1.81735 -3.07211 -3.31688
H -4.79574 -5.46901 -3.38314
H -7.64618 -3.85366 -3.83962
H -7.29251 -3.82100 0.80378
H -7.50565 -5.60037 2.24490
H -5.77294 -5.70817 2.63773
H -5.89629 -7.59332 1.24405
H -5.78847 -6.50288 -0.15131
H -7.38648 -7.09106 0.42433
C -0.65220 -2.10418 7.09982
C -0.31518 -1.94942 5.62691
O -1.30141 -2.48699 4.75615
C -2.60081 -1.92436 4.85446
C -2.64779 -0.43413 4.56230
H -0.80087 -3.15729 7.34862
H 0.15589 -1.70801 7.71663
H -1.56616 -1.57220 7.36787
H 0.60731 -2.49281 5.41657
H -0.12047 -0.90150 5.37751
H -3.03508 -2.14560 5.83563
H -3.21416 -2.44721 4.12011
H -2.05323 0.14084 5.27314
H -3.67566 -0.06747 4.61228
H -2.25235 -0.22903 3.56441
C -0.78675 0.51151 -3.63981
C 0.50268 1.21232 -3.24755
O 1.47818 0.33865 -2.70705
C 1.92298 -0.71223 -3.55151
C 2.56022 -0.22858 -4.84146
H -1.21459 -0.00692 -2.77659
H -1.51484 1.23416 -4.01333
H -0.62450 -0.23198 -4.42217
H 0.28306 1.94628 -2.47026
H 0.91785 1.77136 -4.09194
H 1.10024 -1.40782 -3.75587
H 2.66445 -1.27118 -2.97740
H 1.85891 0.33425 -5.45983
H 2.91868 -1.07571 -5.42825
H 3.40535 0.42790 -4.62526
C 6.92600 -2.32426 -5.54319
C 6.94909 -1.22145 -6.58856
O 6.19342 -0.07716 -6.22626
C 6.59362 0.58942 -5.03981
C 8.02122 1.10594 -5.08134
H 5.89844 -2.63436 -5.33848
H 7.49145 -3.18982 -5.89292
H 7.36465 -2.00064 -4.59825
H 6.50689 -1.60019 -7.51144
H 7.97715 -0.93531 -6.83299
H 6.43554 -0.05962 -4.17077
H 5.91443 1.43599 -4.92026
H 8.74596 0.29818 -5.19332
H 8.25665 1.64197 -4.16016
H 8.15579 1.78574 -5.92525
C 4.87246 1.57343 0.05028
C 4.23426 0.29485 -0.46521
O 4.40850 -0.81937 0.39976
C 3.86961 -0.68942 1.70295
C 2.36795 -0.45497 1.72127
H 5.94177 1.42628 0.21809
H 4.73795 2.38228 -0.67066
H 4.43460 1.89576 0.99644
H 4.70428 0.02536 -1.41319
H 3.17162 0.44481 -0.67930
H 4.39601 0.09770 2.25357
H 4.08892 -1.62640 2.21842
H 2.09263 0.47534 1.22206
H 2.00517 -0.40381 2.75020
H 1.84934 -1.26800 1.20745
C -6.22706 3.75171 3.19366
C -6.37712 2.98225 4.49549
O -5.14364 2.53130 5.03301
C -4.19273 3.53780 5.35382
C -4.69010 4.53459 6.38587
H -5.72144 3.13817 2.44399
H -7.20683 4.04093 2.80915
H -5.63917 4.66116 3.32248
H -6.97757 2.08983 4.30880
H -6.92217 3.57179 5.23930
H -3.85968 4.04675 4.44293
H -3.31959 3.01926 5.75407
H -5.56214 5.08782 6.03413
H -3.90750 5.25758 6.62156
H -4.97827 4.01976 7.30470
C 6.21363 7.79299 -0.55840
C 6.06682 6.54303 -1.40962
O 5.18682 5.57687 -0.85687
C 3.84635 5.99072 -0.65350
C 3.14112 6.42378 -1.92758
H 6.56421 7.53335 0.44290
H 6.92876 8.47991 -1.01426
H 5.26745 8.32446 -0.44651
H 7.04018 6.05727 -1.49366
H 5.75871 6.79750 -2.42914
H 3.80509 6.77973 0.10530
H 3.32230 5.12996 -0.23319
H 3.62171 7.28796 -2.38833
H 2.10441 6.69117 -1.71432
H 3.14949 5.61474 -2.66147
*
```

Total energy = -3007.2057 Eh